{
  "formula": "C2H2FIO",
  "method": "ωB97M-V/def2-TZVPD",
  "elements": ["C", "C", "O", "F", "I", "H", "H"],
  "coordinates": [[-0.80526, 0.37289, 0.20379], [0.55418, 0.21344, -0.11173], [-1.19373, 0.58530, 1.32143], [1.52423, 0.58311, 0.71133], [0.44855, -2.47387, -0.31213], [-1.36894, 0.35346, -0.75194], [0.84096, 0.36567, -1.06074]],
  "forces_ev_per_angstrom": [[-1.557, 0.339, 0.748], [2.633, -2.597, 2.117], [-0.638, 0.105, -0.170], [-0.734, -0.322, 0.202], [0.055, 2.220, 0.147], [-0.694, -0.117, 0.476], [0.935, 0.373, -3.520]],
  "e_tot_ev": -14969.8626,
  "total_charge": 0,
  "homo_energy_ev": [-9.9, -9.9]
}